[1]
Density functional theory data (ωB97M-V/def2-TZVPD) for a molecular structure, C31H44N4P2Sn.

```
82
Properties=species:S:1:pos:R:3:forces:R:3
N -2.09730 0.57820 -2.65720 0.98 -0.68 1.57
N -2.86110 -1.65620 -1.27590 1.36 0.96 0.33
C 2.90540 -2.94880 -1.87280 0.18 -1.12 0.23
H 0.45240 -1.33220 -9.02440 -0.07 0.15 -0.02
H 2.35980 0.91670 0.98540 -0.47 -0.27 0.02
H -2.95340 0.57370 -7.19850 -0.02 0.00 -0.12
H -4.43430 -3.87860 0.59520 0.18 0.33 -0.39
H 1.03370 1.35740 2.11940 -0.18 -0.55 -0.52
H -1.63200 3.27390 -10.09360 0.07 -0.16 0.08
H -2.33850 -0.35250 -4.60780 -0.10 0.44 0.21
H 1.50820 -1.74020 -3.72310 -0.34 0.48 0.31
P -1.46610 -0.68800 -1.64510 -5.58 -3.71 -5.84
C -0.01340 -0.34310 -8.94230 -0.13 -0.03 0.04
H 4.82830 2.37590 -4.02990 -0.38 -0.16 0.36
H 4.07880 -4.74740 -1.37730 -0.10 0.50 0.05
H -5.61390 -3.39400 -1.83200 0.48 0.24 0.17
C 2.42830 2.15880 -1.73320 0.35 0.54 -0.43
C 4.04650 2.07870 -3.32670 -0.30 -0.69 0.18
H -3.25910 2.10470 -5.35130 0.15 -0.22 0.51
C -3.13220 0.63000 3.35470 -0.50 0.44 -0.21
C -0.83000 -0.30470 3.58840 0.11 -0.24 0.23
H 2.31030 -3.18890 -2.75510 0.44 -0.01 0.50
H 0.79310 3.31220 -9.83500 -0.11 -0.09 0.17
H -2.53660 0.78180 0.70780 0.30 0.10 0.30
H -2.12080 2.08660 -1.11590 -0.26 0.07 -0.42
H 1.77360 2.36740 -7.61470 -0.06 -0.07 -0.09
Sn 0.00000 0.00000 0.00000 -1.15 3.08 6.74
C -2.18600 0.71030 -7.96150 0.09 0.41 -0.10
P 1.61670 -0.47140 -1.57740 6.31 -0.47 -6.28
H -0.37660 0.66090 3.89630 -0.14 -0.62 -0.15
N 2.64100 0.82610 -2.10340 -1.13 -0.67 0.87
H -3.43950 0.04910 4.25170 0.28 0.34 -0.59
C 3.63090 0.78340 -3.09100 0.23 0.29 -0.14
H -0.40940 -2.70990 -2.36740 -0.08 0.34 -0.20
H -1.18150 -0.83250 4.50220 0.16 0.45 -0.58
C -1.16610 2.42190 -9.58440 0.14 0.02 -0.04
H -0.99660 1.66740 -10.35470 -0.08 0.16 0.11
H -2.21300 -2.25650 0.69340 -0.39 -0.18 -0.24
C 0.18410 2.90680 -9.01170 -0.14 0.00 -0.10
H -0.18340 -0.00500 -9.96600 0.05 -0.11 0.18
C 0.82620 -1.07250 -3.16400 0.01 0.24 0.27
C 3.67690 -1.67450 -0.16370 0.55 -0.63 0.58
C -2.34470 1.86280 -2.16020 -0.26 0.88 -0.39
C 3.79580 -3.71830 -1.14860 -0.65 0.48 -0.61
C -2.11550 1.92380 -8.52140 0.05 -0.32 0.24
C 4.28540 -2.91130 -0.07050 -0.30 0.92 0.14
C -1.99400 -0.08820 2.61880 0.44 -0.51 0.39
H 0.68570 -0.15460 -3.76830 0.11 -0.30 0.28
C -2.95770 -2.39480 -0.09210 -0.56 -0.53 0.04
C -4.07870 -3.19610 -0.18020 0.64 0.34 0.25
C -3.92650 -2.00290 -2.11010 -0.50 -0.30 0.00
C -2.45200 0.55190 -4.01080 0.06 0.27 -0.56
C 3.28600 2.94610 -2.47330 -0.55 -0.19 0.46
C -2.91450 1.80650 -4.35730 0.32 -0.67 0.33
C -1.61980 0.70900 1.32800 -1.13 1.28 -0.51
H 1.65590 -0.33270 2.06980 0.20 0.74 -0.09
H -0.07970 -0.97050 3.13050 -0.03 0.34 0.32
C -0.53260 -1.73120 -2.87120 0.01 0.00 0.39
C 1.00650 1.90850 -8.23980 -0.04 -0.34 0.08
C 0.93610 0.57240 -8.20750 -0.08 0.38 0.08
C -1.36330 -0.52600 -8.21400 0.07 -0.02 -0.26
H 1.67760 2.39520 -0.97550 0.40 0.12 -0.29
H -1.10950 -1.90630 -3.79730 0.16 0.15 0.52
H 3.95770 -0.17290 -3.50320 -0.09 0.47 0.17
C -4.69320 -2.94480 -1.45120 0.51 0.56 -0.31
H 3.37150 4.03260 -2.40340 -0.03 -0.53 -0.03
H -2.81320 1.64390 3.68080 -0.24 -0.58 -0.17
C -2.84760 2.63370 -3.18880 0.35 -0.23 0.74
H -1.97240 -1.25320 -8.77370 0.11 0.13 0.11
C 1.41980 0.56190 1.45600 1.67 -0.95 1.23
H 5.01850 -3.20330 0.68420 -0.33 0.16 -0.37
H -4.05870 -1.51500 -3.07630 0.02 -0.24 0.43
N 2.84610 -1.68290 -1.28550 -1.77 0.97 0.28
H -2.81510 2.67150 -8.14710 0.03 -0.10 -0.07
H 1.63560 0.06610 -7.54200 0.01 0.05 -0.09
H -1.17010 -0.99870 -7.24070 0.02 0.00 -0.03
H -2.38090 -1.08420 2.36690 0.08 0.21 -0.20
H 3.76280 -0.77570 0.44890 0.12 -0.44 -0.30
H -3.13040 3.68700 -3.11550 0.13 -0.55 -0.03
H -4.01860 0.72300 2.69210 0.45 0.08 0.46
H -1.33370 1.74410 1.61880 -0.21 -0.52 -0.13
H -0.00870 3.76050 -8.34680 0.05 -0.11 -0.09
```
Positions in Å, forces in eV/Å.

Output
Net charge: +2
Lowest unoccupied orbital energy (spin up / spin down): -9.610 / -9.591 eV
HOMO energy (spin up / spin down): -0.4705 / -0.4705 hartree
Molecular weight: 653.380 g mol⁻¹
Gap between HOMO and LUMO (spin up / spin down): 3.194 / 3.213 eV

---

[2]
Density functional theory data (ωB97M-V/def2-TZVPD) for a molecular structure, C36H39ClN5NiO4PS.

```
88
Properties=species:S:1:pos:R:3:forces:R:3
O 1.58596 -0.45935 -1.53361 0.09 0.26 -0.04
C 1.76766 -3.85881 0.88036 0.01 0.02 0.04
H 1.21247 -1.07083 3.04143 0.04 -0.03 -0.03
C 5.50460 0.43446 -4.16058 0.00 0.02 0.00
C -0.65924 -3.25362 0.17073 -0.04 0.01 0.02
C -2.85422 3.01862 1.58462 0.00 -0.03 -0.02
H -0.17610 -2.94621 3.60061 -0.02 0.02 0.00
N 2.53177 -2.66766 0.39915 -0.07 -0.03 -0.08
H -2.13012 2.74948 -1.11270 -0.04 0.00 -0.03
C 1.26359 4.54801 -1.44838 0.01 -0.01 0.00
H -1.84621 -2.46794 1.78910 0.00 -0.02 0.01
H -1.42095 -1.47621 -0.55991 -0.03 0.10 -0.04
O 5.91808 -1.61682 -1.43235 0.04 -0.01 0.00
H 0.27713 -5.16535 0.15093 0.01 0.00 -0.01
C 0.26971 4.76847 -2.39235 0.03 0.02 0.00
C 2.47452 2.29936 3.80828 0.01 0.00 0.00
H -4.71471 -0.30447 2.21954 0.00 0.00 0.00
C 1.83017 3.03909 4.78649 0.02 0.00 0.00
C -1.17957 3.25903 -1.20877 0.02 -0.04 -0.07
C -4.84996 1.83586 2.21936 -0.01 0.00 0.00
C -2.17946 1.80818 1.42202 0.00 -0.03 -0.01
H 2.20680 -3.32554 2.92923 0.00 -0.01 0.00
H -0.32484 -0.79567 2.64079 0.00 0.02 0.04
C 1.77276 1.92850 2.67297 -0.03 0.04 0.04
H 2.91658 0.85186 -6.31629 0.00 0.01 0.00
H -2.28713 1.86950 -6.25968 0.00 0.00 0.00
H 0.89452 -4.10014 -1.08540 0.00 0.00 0.00
H -4.69830 3.97393 2.10323 0.00 0.00 0.00
H -4.45197 1.41066 -5.08592 0.00 0.00 0.00
C 1.35488 -3.67613 2.33757 0.03 0.01 -0.01
H 3.32919 -2.41611 0.98388 0.01 0.03 0.02
H -4.38004 0.53516 -2.73100 -0.01 0.00 0.00
C 0.44066 2.28355 2.46265 0.00 0.00 0.00
C 2.82792 -0.31858 -1.74029 -0.04 0.01 0.15
H 6.58484 0.46652 -4.12083 0.00 0.00 0.00
H -1.38285 -4.14313 1.97820 0.00 0.00 0.00
H 1.82968 3.51395 0.33380 0.01 -0.01 0.00
S 5.26947 -0.33348 -1.41449 -0.14 -0.04 0.03
H 2.21656 5.05364 -1.53246 0.00 0.01 0.00
N -0.50805 -1.91127 -0.42017 0.08 -0.06 -0.04
H 2.46398 -4.69545 0.81629 0.00 0.01 -0.01
C -1.12463 1.23972 -4.56439 0.03 -0.01 0.05
C -1.01544 -3.16591 1.65421 0.00 0.00 -0.01
H -0.28292 0.54343 -2.67163 0.03 0.01 0.03
H -0.16242 1.43783 -5.01591 -0.02 0.00 -0.01
C -1.15717 0.75338 -3.27310 0.03 0.01 -0.07
C 4.81451 0.70897 -5.33646 0.01 0.00 0.01
C 4.75273 0.11575 -3.04970 0.01 -0.01 -0.02
H -5.88670 1.84905 2.52901 0.00 0.00 0.00
O 5.92290 0.76504 -0.76987 0.02 0.00 0.01
H 1.91876 -1.81862 0.34551 0.12 -0.05 -0.01
H -2.36153 -0.32509 1.46748 0.01 0.03 -0.01
H -0.13349 -1.99069 -1.36285 0.03 0.01 0.00
H -1.73734 4.30183 -2.99349 0.01 0.00 0.00
N -2.33597 0.51450 -2.65895 -0.03 0.01 -0.14
C -0.18009 3.02046 -0.26903 -0.07 0.00 0.07
O -2.36238 0.08629 -1.44024 -0.02 -0.07 0.18
H 1.60840 0.25543 -4.28081 -0.01 0.00 0.02
C -0.95220 4.12433 -2.26853 -0.07 0.06 0.03
C -0.18026 3.02316 3.47049 0.03 0.02 0.00
H 3.51263 2.01507 3.91503 0.00 0.00 0.00
N 3.74972 -0.53373 -0.82085 -0.07 0.00 0.02
H 5.36654 0.96391 -6.23125 0.00 0.00 0.00
C -3.49769 0.75213 -3.31242 0.01 0.00 0.05
C 1.04256 3.67723 -0.39176 0.00 -0.02 0.03
C -2.86434 0.61879 1.64640 -0.04 -0.01 -0.01
H -0.00769 3.97175 5.37962 0.00 0.00 0.00
C 0.14463 -2.77366 2.56773 -0.03 0.00 0.02
C -2.30160 1.48701 -5.24915 -0.03 0.00 0.00
H 1.11011 -4.66694 2.72605 0.00 0.00 -0.01
Cl 2.64030 0.99452 1.47368 0.10 -0.02 -0.11
C 3.37188 0.06971 -3.07723 0.00 -0.08 -0.05
H -2.33941 3.95311 1.39774 -0.01 0.02 -0.04
C 3.42452 0.65008 -5.38213 -0.02 0.00 -0.01
Ni 0.63379 -0.26709 0.33590 -0.22 -0.33 0.24
H -1.48196 -3.77171 -0.33264 -0.01 -0.01 0.01
C -3.50243 1.23452 -4.60115 0.04 0.01 -0.01
H 2.36872 3.33254 5.67748 0.00 0.00 0.00
C 2.68670 0.32649 -4.25000 0.02 0.01 -0.01
C -4.19166 0.62789 2.05109 0.02 0.00 0.00
H 2.91348 -2.78424 -0.54124 0.04 0.04 -0.01
H -1.21749 3.30628 3.36010 0.02 -0.01 0.02
C -4.18214 3.03085 1.97994 0.00 0.01 0.00
N 0.48824 -1.34904 2.38378 -0.02 0.08 -0.06
H 0.44606 5.44808 -3.21600 0.00 0.00 0.00
P -0.42848 1.68954 0.95325 0.11 0.04 -0.14
C 0.50161 3.39714 4.61768 -0.02 0.01 0.00
C 0.57834 -4.13262 -0.03795 0.01 -0.01 0.00
```
Positions in Å, forces in eV/Å.

Output
Net charge: +1
Lowest unoccupied orbital energy (spin up / spin down): -2.115 / -2.114 eV
HOMO energy (spin up / spin down): -0.3741 / -0.3560 hartree
Molecular weight: 762.926 g mol⁻¹
Multiplicity: 2
<S²>: 0.757
Gap between HOMO and LUMO (spin up / spin down): 8.064 / 7.573 eV

---

no.,total energy (eV)
1,-63208.58455
2,-127290.43619